[1]
{"formula": "C4H35O15", "method": "the ωB97M-V functional and the def2-TZVPD basis", "elements": ["C", "C", "C", "O", "C", "O", "H", "H", "H", "H", "H", "H", "H", "H", "H", "H", "H", "O", "H", "H", "O", "H", "H", "O", "H", "H", "O", "H", "H", "O", "H", "H", "O", "H", "H", "O", "H", "H", "O", "H", "H", "O", "H", "H", "O", "H", "H", "O", "H", "H", "O", "H", "H", "O"], "coordinates": [[-0.67369, 0.82761, 1.26712], [0.05153, 1.68884, 2.30980], [0.79890, 2.90871, 1.79655], [2.14935, 2.71256, 1.31027], [-1.95596, 1.42369, 0.70891], [-2.42021, 0.77627, -0.48135], [0.03085, 0.66759, 0.44531], [-0.72447, -0.15984, 1.71349], [0.66857, 1.03027, 2.93154], [-0.75511, 2.02885, 2.94274], [0.18043, 3.34148, 1.02360], [1.00037, 3.57957, 2.61351], [-1.74901, 2.49589, 0.53703], [-2.79546, 1.49697, 1.41436], [-1.72958, 0.95685, -1.12405], [2.68862, -1.24965, 1.35984], [1.71463, -2.44570, 0.79921], [2.19583, -2.07149, 1.58387], [-0.74195, -1.64329, -1.01851], [-1.96534, -2.44957, -0.55919], [-1.02056, -2.34068, -0.47467], [3.71386, -0.05141, 0.36805], [2.94600, 0.99660, 1.24154], [3.36855, 0.09003, 1.30853], [0.27822, 2.28966, -1.76474], [-0.53611, 0.71527, -2.96343], [-0.14733, 0.69298, -2.06242], [0.60517, -0.17386, -2.12070], [1.64778, -1.17427, -3.15243], [1.51513, -1.18900, -2.22589], [4.37291, -1.14560, -1.41541], [2.93512, -0.52413, -1.63078], [3.89290, -0.30982, -1.46889], [-3.53249, -1.76431, 2.60091], [-2.76104, -1.22817, 1.58703], [-3.70317, -1.18844, 1.78089], [1.44168, -2.49564, -1.21807], [0.45617, -3.48781, -0.75990], [1.39797, -3.37231, -0.78548], [-2.39499, -3.86523, 2.58296], [-1.38073, -3.03320, 3.33150], [-2.34523, -3.19700, 3.25677], [-2.25126, -1.31317, -2.76745], [-3.68566, -1.08083, -2.39399], [-3.01845, -0.82153, -3.07295], [3.52916, 2.65009, -2.12071], [4.08205, 1.53980, -1.36518], [4.27987, 2.46283, -1.55803], [-4.11864, -0.21778, -0.51088], [-4.75452, -1.54632, 0.07398], [-4.55529, -1.05690, -0.76232], [2.08297, 2.54272, 0.38774], [0.90781, 3.64920, -2.11682], [0.78387, 3.03261, -1.38278]], "atomic_forces_ev_per_a": [[1.2, -0.2, -0.3], [-0.3, -0.5, -0.1], [0.8, -0.4, 0.2], [-0.7, -0.5, 1.0], [-0.1, 0.7, 0.2], [-0.3, 0.6, 1.3], [-0.2, 0.0, -0.2], [-0.7, -0.3, -0.1], [0.2, 0.3, -0.2], [-0.2, 0.5, 0.7], [0.1, 0.6, -0.2], [-0.5, 0.5, 0.4], [0.1, -0.2, -0.4], [0.2, -0.7, 0.0], [0.4, -0.5, -0.7], [-0.8, -0.4, 0.2], [0.9, 0.4, 0.8], [-0.9, -1.1, -0.3], [0.5, 1.9, -1.2], [-0.4, 0.4, -0.2], [-0.7, -1.9, 1.6], [-0.4, 0.3, 1.4], [0.5, -1.1, 0.6], [0.8, 2.0, -2.0], [0.2, -0.7, 0.1], [0.2, -0.1, 0.8], [-0.2, -0.7, -1.2], [0.0, 0.3, 0.1], [0.3, -0.3, -1.4], [-0.9, 1.3, 1.5], [-0.3, 0.1, -0.1], [-0.1, -0.6, -0.4], [0.3, 0.2, 0.4], [-1.2, 0.9, -1.1], [0.4, 0.7, -1.2], [0.9, -1.6, 2.4], [0.4, 0.0, -0.6], [-0.8, -0.3, 0.2], [0.7, -0.3, 0.2], [-0.1, -0.5, -0.5], [-0.7, 0.0, 0.0], [1.0, 0.5, 0.6], [0.2, 0.1, -0.2], [0.3, 0.4, -0.4], [-0.4, -0.4, 0.4], [-0.3, 0.5, -0.2], [0.5, -0.6, 0.2], [-0.2, 0.2, 0.0], [0.1, -0.5, 0.1], [0.6, 1.0, -0.9], [-0.6, -0.4, 0.5], [-0.1, 0.1, -1.7], [0.0, -0.1, 0.3], [0.2, 0.9, -0.2]], "mulliken_charge": [0.917, -1.105, -0.495, -0.590, -0.715, -0.218, -0.278, -0.020, 0.423, 0.408, 0.267, 0.372, 0.371, 0.306, 0.206, 0.455, 0.400, -0.789, 0.231, 0.296, -0.594, 0.437, 0.433, -0.790, 0.420, 0.245, -0.653, 0.187, 0.155, -1.024, 0.277, 0.507, -0.798, 0.370, 0.280, -0.658, 0.397, 0.373, -0.782, 0.322, 0.349, -0.697, 0.277, 0.357, -0.648, 0.281, 0.346, -0.668, 0.392, 0.320, -0.750, 0.241, 0.246, -0.592], "mol_weight_g_mol": 323.3, "total_charge": -1, "homo_ev": -6.51, "lumo_energy_ev": 2.45, "de_lowest_kcal_mol": 50.9, "orbital_gap_ha": 0.3293, "largest_force_ha_per_bohr": 0.0594}

***

[2]
{"formula": "C2H6N4O2", "method": "the ωB97M-V functional and the def2-TZVPD basis", "elements": ["C", "C", "H", "H", "H", "H", "H", "H", "N", "N", "N", "N", "O", "O"], "coordinates": [[-1.52751, -0.12700, -0.05814], [0.69944, 0.67173, -0.13410], [-3.03709, -1.13320, 0.24844], [-1.81398, -2.03102, 0.53226], [-1.29579, 1.61540, 0.02245], [1.33605, 2.28588, -0.01344], [2.73684, 0.57424, 0.38443], [2.68543, -1.79858, -0.63625], [-2.12723, -1.34254, -0.20699], [-2.06436, 0.95165, 0.10272], [0.44088, 1.86208, -0.01552], [1.98993, 0.06953, -0.23194], [-0.14766, -0.29660, -0.22403], [2.12505, -1.30157, 0.23011]], "atomic_forces_ev_per_a": [[2.3, -1.2, -0.6], [1.8, -3.7, 0.3], [0.0, -0.2, -1.2], [0.5, 0.8, -1.5], [-0.7, 0.9, 0.2], [0.9, 1.5, 0.2], [-2.0, -0.8, -1.6], [-2.6, 2.2, 3.8], [-1.9, -1.9, 2.8], [-1.3, 2.2, 0.3], [-0.1, 2.5, -0.1], [2.9, 0.9, 1.8], [-1.7, -2.1, -0.3], [1.9, -1.1, -4.2]], "mulliken_charge": [0.275, 0.526, 0.357, 0.263, 0.521, 0.222, 0.294, 0.376, -0.576, -0.661, -0.607, -0.261, -0.293, -0.435], "mol_weight_g_mol": 118.1, "total_charge": 0, "homo_ev": -9.95, "lumo_energy_ev": 0.43, "de_lowest_kcal_mol": 73.3, "orbital_gap_ha": 0.3815, "smiles": "[H]/N=C(/N)O/C(=N/[H])NO", "largest_force_ha_per_bohr": 0.0996}

***

[3]
{"formula": "C8H15N2", "method": "the ωB97M-V functional and the def2-TZVPD basis", "elements": ["C", "C", "C", "C", "C", "C", "C", "C", "N", "N", "H", "H", "H", "H", "H", "H", "H", "H", "H", "H", "H", "H", "H", "H", "H"], "coordinates": [[-3.31107, 1.38544, -0.31603], [-1.70789, -0.52393, -0.52233], [0.15941, 0.33608, 1.04007], [-0.21012, 0.07657, -0.38142], [0.76234, -0.88606, 0.37826], [0.99371, 1.50437, 1.53898], [0.16047, 0.87865, -1.66454], [2.19160, -0.97744, -0.29194], [-2.55181, 0.49725, -0.38705], [0.13590, -2.09580, 0.75246], [-4.13434, 2.06352, -0.34198], [-1.72429, -0.95959, -1.56746], [-1.83972, -1.35659, 0.32798], [1.23192, 2.12044, 0.65048], [1.94362, 1.15819, 1.95023], [0.41414, 2.06484, 2.29579], [1.04589, 1.48942, -1.45101], [-0.66702, 1.54932, -2.06068], [0.30573, 0.13933, -2.62290], [2.52823, -0.08083, -0.78800], [1.90828, -1.79821, -0.91395], [2.74149, -1.06118, 0.65966], [-0.58350, -0.12128, 1.73761], [0.24965, -2.43825, 1.70603], [-0.04260, -2.96428, 0.27176]], "atomic_forces_ev_per_a": [[2.8, -3.6, -0.4], [4.1, -3.3, 0.3], [0.3, -1.0, 1.2], [-1.9, -0.8, -1.0], [-0.5, 1.2, -2.8], [-0.4, 0.0, -0.7], [-0.6, -1.4, -1.3], [-2.3, 0.9, 3.0], [-5.2, 5.1, 0.3], [-0.6, -1.4, 2.3], [-0.1, 0.4, 0.2], [-0.6, 0.4, 1.2], [0.2, 1.8, -1.9], [-0.1, 0.1, 0.8], [-0.2, 0.1, 0.2], [0.5, -0.1, -0.5], [-0.2, -0.2, -0.6], [0.9, -0.5, 0.9], [0.1, 1.6, 2.5], [-0.1, 0.1, -0.3], [1.5, -0.8, -0.6], [0.9, -1.0, -1.1], [0.4, 1.1, -0.4], [0.3, 0.8, 0.0], [0.7, 0.5, -1.4]], "mulliken_charge": [0.137, -0.959, -0.160, 0.713, 0.402, -1.275, -1.489, -1.269, 0.103, -0.443, 0.483, 0.363, 0.462, 0.269, 0.303, 0.362, 0.374, 0.381, 0.286, 0.323, 0.388, 0.330, 0.463, 0.213, 0.237], "mol_weight_g_mol": 139.2, "total_charge": 1, "homo_ev": -12.36, "lumo_energy_ev": -4.29, "de_lowest_kcal_mol": 99.2, "orbital_gap_ha": 0.2966, "smiles": "C#[N+]C[C@@]1(C)[C@H](C)[C@@]1(C)N", "largest_force_ha_per_bohr": 0.1422}

***

[4]
{"formula": "C16H28NPS2Yb", "method": "the ωB97M-V functional and the def2-TZVPD basis", "elements": ["Yb", "C", "C", "S", "C", "C", "S", "H", "H", "H", "H", "H", "H", "C", "C", "P", "C", "C", "C", "C", "H", "H", "H", "H", "H", "H", "H", "H", "H", "H", "H", "H", "H", "H", "H", "N", "C", "C", "C", "C", "C", "C", "H", "H", "H", "H", "H", "H", "H"], "coordinates": [[0.04067, 0.18796, 0.24973], [4.35199, -0.14938, 2.27400], [2.87604, 0.04131, 1.95195], [2.57210, 0.07683, 0.17887], [1.96214, 0.14538, 2.92690], [2.31617, 0.06086, 4.39023], [0.18482, 0.35695, 2.71552], [4.94009, -0.21365, 1.36268], [4.52024, -1.06586, 2.84162], [4.73918, 0.68477, 2.86091], [3.38867, -0.01496, 4.55182], [1.83774, -0.81014, 4.84621], [1.94819, 0.94107, 4.92310], [-5.47062, 0.54183, 0.21236], [-4.03431, 1.00759, 0.45063], [-2.76238, -0.19605, -0.04906], [-3.15400, -0.61479, -1.79082], [-1.96644, -1.21223, -2.55341], [-3.11090, -1.71759, 0.90704], [-1.91506, -2.67616, 0.90661], [-6.16719, 1.30835, 0.55400], [-5.69823, -0.37438, 0.75986], [-5.66917, 0.36696, -0.84673], [-3.85936, 1.21865, 1.50702], [-3.82306, 1.93298, -0.09125], [-3.47936, 0.31222, -2.26522], [-4.00071, -1.30131, -1.80910], [-1.06642, -0.59520, -2.45367], [-2.16626, -1.27168, -3.62351], [-1.72436, -2.21954, -2.21577], [-4.00189, -2.19922, 0.50540], [-3.33700, -1.40371, 1.92698], [-1.60871, -2.95384, -0.10298], [-2.15268, -3.60344, 1.42640], [-1.06312, -2.24391, 1.43910], [0.23034, 2.66410, -0.06227], [-0.96753, 3.15911, -0.69907], [-1.36343, 2.56681, -1.89163], [-2.53245, 2.97395, -2.52000], [-3.32097, 3.95920, -1.94062], [-2.92426, 4.54383, -0.74340], [-1.74403, 4.15160, -0.12340], [0.38506, 3.09894, 0.83904], [1.06170, 2.84550, -0.61427], [-0.72845, 1.82427, -2.36555], [-2.81962, 2.53160, -3.46752], [-4.23213, 4.28102, -2.42774], [-3.53005, 5.32075, -0.29156], [-1.43266, 4.61576, 0.80619]], "atomic_forces_ev_per_a": [[0.6, 1.0, 0.4], [-0.1, 0.0, 0.0], [0.2, -0.1, 0.0], [-0.3, -0.1, 0.1], [0.0, -0.1, 0.1], [0.0, 0.0, 0.0], [0.1, 0.0, -0.2], [0.0, 0.0, 0.0], [0.0, 0.0, 0.0], [0.0, 0.0, 0.0], [0.0, 0.0, 0.0], [0.0, 0.0, 0.0], [0.0, 0.0, 0.0], [0.0, 0.1, 0.0], [0.0, 0.0, 0.0], [-0.1, -0.2, -0.1], [0.1, -0.1, -0.1], [-0.1, 0.0, 0.0], [0.1, -0.1, 0.0], [-0.1, 0.0, 0.0], [0.0, 0.0, 0.0], [0.0, 0.0, 0.0], [0.0, 0.0, 0.1], [0.0, 0.0, 0.1], [0.0, 0.0, 0.0], [0.0, 0.0, 0.0], [-0.1, 0.0, -0.1], [0.1, 0.1, 0.0], [0.0, 0.0, 0.0], [0.0, 0.0, 0.0], [-0.1, 0.0, 0.0], [0.0, 0.0, 0.1], [0.0, 0.0, 0.0], [0.0, 0.0, 0.0], [0.1, 0.1, 0.1], [-0.3, -0.5, -0.2], [0.1, -0.1, 0.0], [0.0, 0.1, -0.1], [0.0, 0.0, 0.0], [0.0, 0.0, 0.0], [0.0, 0.0, 0.0], [-0.1, 0.0, 0.1], [0.0, 0.0, 0.2], [0.1, 0.0, -0.1], [0.1, 0.0, 0.0], [0.0, 0.0, 0.1], [0.0, 0.0, 0.0], [0.0, -0.1, 0.0], [0.0, 0.0, 0.0]], "mulliken_charge": [0.161, -1.660, 0.891, -0.414, 0.603, -1.411, -0.350, 0.396, 0.365, 0.357, 0.353, 0.296, 0.327, -1.352, -0.131, 0.821, -0.546, -1.247, -0.395, -1.178, 0.427, 0.322, 0.308, 0.480, -0.219, 0.293, 0.561, 0.193, 0.378, 0.304, 0.483, 0.370, 0.243, 0.367, 0.310, -0.425, 0.505, -0.119, -0.821, -0.584, -0.654, -0.529, 0.250, 0.356, 0.652, 0.451, 0.428, 0.412, 0.373], "mol_weight_g_mol": 502.6, "multiplicity": 2, "total_charge": 1, "homo_ev": [-10.12, -10.12], "lumo_energy_ev": [-3.25, -3.84], "de_lowest_kcal_mol": 0.0, "orbital_gap_ha": [0.2526, 0.2304], "largest_force_ha_per_bohr": 0.0247}

***

- Which formula does entry 1 have?
  C4H35O15